(1)
ORCA calculation (ωB97M-V/def2-TZVPD) on a single C3H4N2 molecule.

## Properties
E_HOMO (Eh): -0.3249
SMILES: c1c[nH]cn1
Gap between HOMO and LUMO (Ha): 0.358
Multiplicity: 1

Cartesian coordinates (Å):
C -1.22 -0.18 0.00
C -0.40 0.92 -0.01
C 0.78 -0.93 0.02
H -2.32 -0.24 0.05
H -0.59 1.98 0.00
H 1.72 0.95 -0.03
H 1.65 -1.59 -0.04
N 0.87 0.42 0.02
N -0.49 -1.33 -0.01


(2)
ORCA calculation (ωB97M-V/def2-TZVPD) on a single C3H4N2 molecule.

## Properties
E_HOMO (Eh): -0.3710
SMILES: N#C[C@H]1CN1
Gap between HOMO and LUMO (Ha): 0.372
Multiplicity: 1

Cartesian coordinates (Å):
N 2.50 0.54 -0.57
C 1.66 -0.17 -0.19
C 0.28 0.30 -0.06
C -1.01 -0.37 -0.26
N -0.62 0.16 1.06
H 0.35 1.31 -0.44
H -1.72 0.25 -0.80
H -1.10 -1.44 -0.41
H -0.34 -0.59 1.68


Which is the most stable structure? (1) is the most stable.


(1)
ORCA calculation (ωB97M-V/def2-TZVPD) on 2 unconnected molecules or ions with the total composition C3H4OSi.

## Properties
E_HOMO (spin up / spin down) (Eh): -0.3068 / -0.3068
Gap between HOMO and LUMO (spin up / spin down) (Ha): 0.295 / 0.295
Multiplicity: 1

Cartesian coordinates (Å):
C -2.04 -1.04 1.92
C -0.91 -0.75 2.15
C 0.47 -0.55 1.98
O 1.37 -0.50 2.74
Si 0.97 0.61 -0.36
H -3.12 -1.19 1.92
H 2.28 0.05 -0.60
H 0.32 0.38 -1.57
H 0.92 2.01 -0.10


(2)
ORCA calculation (ωB97M-V/def2-TZVPD) on a single C3H4OSi molecule.

## Properties
E_HOMO (spin up / spin down) (Eh): -0.3723 / -0.3723
SMILES: C#CC(=O)[SiH3]
Gap between HOMO and LUMO (spin up / spin down) (Ha): 0.320 / 0.320
Multiplicity: 1

Cartesian coordinates (Å):
C -1.67 -1.80 0.30
C -0.67 -1.18 0.55
C 0.25 -0.15 0.62
O 0.29 0.61 1.90
Si 0.92 0.99 -0.72
H -2.61 -2.17 0.27
H 2.49 1.08 -0.48
H 0.79 0.32 -1.90
H 0.22 2.31 -0.54


(3)
ORCA calculation (ωB97M-V/def2-TZVPD) on a single C3H4OSi molecule.

## Properties
E_HOMO (Eh): -0.3482
SMILES: C#CC(=O)[SiH3]
Gap between HOMO and LUMO (Ha): 0.351
Multiplicity: 1

Cartesian coordinates (Å):
C 2.20 1.28 0.17
C 1.87 0.19 -0.21
C 1.22 -1.10 -0.07
O 1.86 -2.10 0.05
Si -0.72 -0.66 0.03
H 2.67 2.20 0.23
H -0.49 0.65 0.49
H -1.07 -0.81 -1.41
H -1.49 -1.67 0.51


Which is the most stable structure? (3) is the most stable.


(1)
ORCA calculation (ωB97M-V/def2-TZVPD) on 2 unconnected molecules or ions with the total composition C3H8NO.

## Properties
E_HOMO (Eh): -0.0772
Charge: -1
Gap between HOMO and LUMO (Ha): 0.247
Multiplicity: 1

Cartesian coordinates (Å):
C -0.47 -0.12 -0.54
N -2.07 -0.09 -0.47
C 0.01 0.31 0.89
C 1.12 0.53 -0.06
O 2.14 -0.20 -0.13
H -1.06 0.73 -1.05
H -1.93 -1.91 2.11
H -0.13 -1.10 -0.86
H -2.36 -0.50 -1.36
H -0.57 1.15 1.24
H 0.22 -0.43 1.65
H -1.82 -1.30 1.69
H 1.25 1.55 -0.49


(2)
ORCA calculation (ωB97M-V/def2-TZVPD) on a gas-phase ion, C3H8NO (charge -1).

## Properties
E_HOMO (Eh): -0.0907
Charge: -1
SMILES: C[C@@H](N)C[O-]
Gap between HOMO and LUMO (Ha): 0.260
Multiplicity: 1

Cartesian coordinates (Å):
C -1.02 0.84 -0.08
O -1.17 1.58 1.05
C 0.02 -0.10 0.28
C 0.38 -1.21 -0.78
N 1.26 0.42 0.80
H -0.80 1.30 -1.08
H -1.98 0.23 -0.36
H -0.34 -0.61 1.15
H 1.19 -0.87 -1.47
H 0.84 -2.13 -0.28
H -0.56 -1.48 -1.34
H 1.04 0.70 1.77
H 1.14 1.34 0.35


(3)
ORCA calculation (ωB97M-V/def2-TZVPD) on 2 unconnected molecules or ions with the total composition C3H8NO.

## Properties
E_HOMO (Eh): -0.0812
Charge: -1
Gap between HOMO and LUMO (Ha): 0.247
Multiplicity: 1

Cartesian coordinates (Å):
C -0.74 -1.10 -2.03
C -1.13 -1.11 -0.73
N -1.04 -0.08 0.15
H -0.35 -0.19 -2.47
H -0.85 -2.00 -2.63
H -1.60 -2.04 -0.35
H -0.07 1.04 0.84
H -1.94 -0.05 0.63
C 1.81 0.64 1.13
O 0.75 1.53 1.20
H 2.52 0.89 0.32
H 2.34 0.63 2.10
H 1.50 -0.39 0.95


(4)
ORCA calculation (ωB97M-V/def2-TZVPD) on 2 unconnected molecules or ions with the total composition C3H8NO.

## Properties
E_HOMO (Eh): -0.0786
Charge: -1
Gap between HOMO and LUMO (Ha): 0.234
Multiplicity: 1

Cartesian coordinates (Å):
C -0.16 -2.49 -0.33
O -0.03 -1.84 0.86
H -1.05 -2.03 -0.84
H 0.67 -2.54 -1.11
H -0.42 -3.57 -0.24
C -0.52 1.78 -1.06
C 0.66 1.04 0.75
N 0.23 2.08 0.16
H -1.25 1.00 -0.86
H 0.10 1.47 -1.91
H -1.14 2.63 -1.38
H 1.12 1.08 1.73
H 0.79 0.11 0.19


Which is the most stable structure? (3) is the most stable.


(1)
ORCA calculation (ωB97M-V/def2-TZVPD) on 4 unconnected molecules or ions with the total composition H8O4.

## Properties
E_HOMO (Eh): -0.4158
SMILES: O.O.O.O
Gap between HOMO and LUMO (Ha): 0.441
Multiplicity: 1

Cartesian coordinates (Å):
O 3.31 4.40 -1.20
H 3.44 5.32 -1.00
H 3.79 4.26 -2.02
O 1.14 -0.21 0.42
H 1.94 0.10 0.86
H 1.31 -0.08 -0.51
O -1.85 -4.48 -0.41
H -2.70 -4.84 -0.66
H -1.87 -3.58 -0.71
O -2.97 -0.61 1.94
H -2.06 -0.41 1.71
H -3.47 0.13 1.58


(2)
ORCA calculation (ωB97M-V/def2-TZVPD) on 4 unconnected molecules or ions with the total composition H8O4.

## Properties
E_HOMO (Eh): -0.4118
SMILES: O.O.O.O
Gap between HOMO and LUMO (Ha): 0.436
Multiplicity: 1

Cartesian coordinates (Å):
O 0.45 -0.60 1.58
H 0.58 -0.80 2.47
H -0.11 0.21 1.54
O 0.21 0.65 -1.75
H 0.30 0.76 -2.70
H 0.11 -0.27 -1.41
O 0.14 1.91 0.80
H -0.75 2.12 1.14
H 0.01 1.54 -0.12
O -0.01 -1.92 -0.75
H -0.02 -1.82 0.19
H -0.92 -1.78 -0.97


(3)
ORCA calculation (ωB97M-V/def2-TZVPD) on 4 unconnected molecules or ions with the total composition H8O4.

## Properties
E_HOMO (Eh): -0.4049
SMILES: O.O.O.O
Gap between HOMO and LUMO (Ha): 0.424
Multiplicity: 1

Cartesian coordinates (Å):
H -0.06 0.44 0.52
H 0.85 0.53 1.75
H 4.07 -2.04 0.02
H 3.74 -1.32 -1.25
H -3.23 -2.59 -0.80
H -3.08 -1.94 0.54
H -0.17 3.17 -0.06
H 0.39 2.12 -0.91
O -0.05 0.67 1.44
O 3.45 -1.37 -0.29
O -3.31 -1.69 -0.32
O -0.40 2.60 -0.81


Which is the most stable structure? (2) is the most stable.


(1)
ORCA calculation (ωB97M-V/def2-TZVPD) on 4 unconnected molecules or ions with the total composition H8O4.

## Properties
E_HOMO (Eh): -0.4134
SMILES: O.O.O.O
Gap between HOMO and LUMO (Ha): 0.418
Multiplicity: 1

Cartesian coordinates (Å):
H -2.52 -0.59 1.33
H -1.19 -1.09 1.87
H 1.26 3.87 -0.03
H 0.63 2.79 0.83
H -0.42 -0.29 -2.43
H -1.40 0.85 -2.63
H 2.03 -1.85 1.30
H 2.53 -3.07 0.56
O -2.07 -1.40 1.62
O 0.54 3.23 -0.02
O -1.20 -0.04 -2.94
O 1.82 -2.42 0.55


(2)
ORCA calculation (ωB97M-V/def2-TZVPD) on 4 unconnected molecules or ions with the total composition H8O4.

## Properties
E_HOMO (Eh): -0.3340
SMILES: O.O.O.O
Gap between HOMO and LUMO (Ha): 0.333
Multiplicity: 1

Cartesian coordinates (Å):
O 0.05 0.60 -1.07
H 0.28 0.44 -1.99
H 0.72 0.14 -0.57
O -1.80 0.63 0.21
H -1.07 0.87 -0.35
H -2.58 0.89 -0.27
O -0.20 0.11 1.48
H 0.53 -0.29 1.00
H -0.99 -0.18 1.01
O 1.46 -0.76 0.13
H 2.41 -0.78 0.13
H 1.20 -1.67 0.30


Which is the most stable structure? (1) is the most stable.


(1)
ORCA calculation (ωB97M-V/def2-TZVPD) on 2 unconnected molecules or ions with the total composition C4H12N2O2.

## Properties
E_HOMO (Eh): -0.3134
SMILES: CC(N)=O.CCNO
Gap between HOMO and LUMO (Ha): 0.343
Multiplicity: 1

Cartesian coordinates (Å):
C 1.43 -0.87 0.32
C 2.04 -0.19 -0.90
N 1.19 0.01 1.48
O 1.38 1.40 1.18
H 0.62 1.65 0.62
H 1.91 -0.16 2.18
H 0.46 -1.30 0.04
H 2.07 -1.70 0.64
H 2.27 -0.94 -1.66
H 2.97 0.32 -0.62
H 1.36 0.54 -1.32
C -2.39 -0.12 -1.20
C -1.58 0.63 -0.17
N -1.76 0.20 1.10
O -0.84 1.55 -0.44
H -2.28 -0.63 1.30
H -1.09 0.51 1.80
H -2.35 0.41 -2.15
H -3.43 -0.22 -0.88
H -1.97 -1.11 -1.33


(2)
ORCA calculation (ωB97M-V/def2-TZVPD) on 2 unconnected molecules or ions with the total composition C4H12N2O2.

## Properties
E_HOMO (Eh): -0.3409
SMILES: NCC[C@@H](N)C=O.O
Gap between HOMO and LUMO (Ha): 0.370
Multiplicity: 1

Cartesian coordinates (Å):
O -2.98 -1.29 1.01
C -2.16 -1.28 0.13
C -0.80 -0.62 0.27
C -0.79 0.48 -0.80
C 0.42 1.43 -0.78
N 1.55 0.86 -1.50
N -0.60 -0.21 1.64
H -2.35 -1.71 -0.87
H -0.05 -1.39 0.01
H -0.77 0.02 -1.79
H -1.71 1.06 -0.83
H 0.11 2.33 -1.31
H 0.67 1.74 0.25
H 2.30 1.54 -1.60
H 1.93 0.04 -1.05
H -1.46 -0.15 2.17
H -0.03 0.62 1.72
H 1.44 -1.08 1.15
H 2.97 -1.10 1.41
O 2.30 -1.28 0.75


(3)
ORCA calculation (ωB97M-V/def2-TZVPD) on 2 unconnected molecules or ions with the total composition C4H12N2O2.

## Properties
E_HOMO (Eh): -0.3422
SMILES: CC(=O)NCCN.O
Gap between HOMO and LUMO (Ha): 0.365
Multiplicity: 1

Cartesian coordinates (Å):
C 2.42 -1.20 -0.38
C 1.28 -0.80 -1.29
N 0.32 0.01 -0.75
C 0.22 0.50 0.61
C -0.31 1.94 0.62
N -1.71 2.04 0.27
O 1.15 -1.23 -2.43
H 2.92 -2.07 -0.82
H 3.11 -0.37 -0.24
H 2.02 -1.62 0.54
H -0.55 0.08 -1.25
H -0.35 -0.17 1.26
H 1.19 0.52 1.07
H -0.13 2.37 1.61
H 0.27 2.48 -0.13
H -1.93 2.25 -0.68
H -2.35 1.41 0.72
H -2.10 -1.39 0.35
H -2.76 -2.74 0.15
O -2.71 -2.01 0.77


(4)
ORCA calculation (ωB97M-V/def2-TZVPD) on 2 unconnected molecules or ions with the total composition C4H12N2O2.

## Properties
E_HOMO (Eh): -0.3353
SMILES: C[C@H](N)CC(N)=O.O
Gap between HOMO and LUMO (Ha): 0.360
Multiplicity: 1

Cartesian coordinates (Å):
C 0.77 0.82 0.74
C 0.90 0.61 -0.77
C -0.59 0.39 -1.35
C -1.07 -0.76 -0.40
N -0.73 -2.04 -0.74
O -1.72 -0.49 0.63
N 1.34 1.92 -1.39
H 0.43 1.77 0.93
H 1.64 0.63 1.28
H 0.24 0.10 1.41
H 1.60 -0.16 -1.10
H -1.18 1.43 -1.41
H -0.67 -0.04 -2.39
H -1.19 -2.60 -0.12
H -0.01 -2.34 -1.32
H 1.62 2.76 -0.96
H 1.98 1.64 -2.23
H -1.55 -1.11 2.37
H -0.53 -1.06 3.60
O -1.30 -1.46 3.23


Which is the most stable structure? (3) is the most stable.


(1)
ORCA calculation (ωB97M-V/def2-TZVPD) on 2 unconnected molecules or ions with the total composition C4H12N2O2.

## Properties
E_HOMO (Eh): -0.3361
SMILES: NCCCC(N)=O.O
Gap between HOMO and LUMO (Ha): 0.361
Multiplicity: 1

Cartesian coordinates (Å):
C -0.49 2.19 1.39
C 0.45 1.37 0.59
C -0.07 0.70 -0.75
C -0.18 -0.80 -0.62
N 0.26 -1.70 -1.59
O -0.68 -1.36 0.41
N -0.88 3.44 0.71
H -1.41 1.49 1.57
H 0.02 2.40 2.38
H 0.55 0.47 1.19
H 1.37 1.94 0.48
H 0.77 0.76 -1.55
H -1.02 1.12 -1.11
H 0.21 -2.66 -1.39
H 0.54 -1.39 -2.49
H -1.32 4.11 1.39
H -1.43 3.28 -0.19
H 0.79 -3.04 0.46
H 1.79 -2.75 -0.62
O 1.34 -3.48 -0.11


(2)
ORCA calculation (ωB97M-V/def2-TZVPD) on 2 unconnected molecules or ions with the total composition C4H12N2O2.

## Properties
E_HOMO (Eh): -0.3271
SMILES: NCNCCC=O.O
Gap between HOMO and LUMO (Ha): 0.363
Multiplicity: 1

Cartesian coordinates (Å):
C 0.43 -0.90 0.26
C -0.26 -2.07 -0.56
C -1.14 -1.51 -1.63
O -1.04 -0.35 -1.98
N -0.65 -0.04 0.85
C -0.20 0.86 1.94
N 0.19 2.18 1.34
H 1.11 -0.28 -0.44
H 1.15 -1.30 1.17
H 0.40 -2.83 -1.17
H -0.95 -2.70 0.16
H -1.97 -2.13 -2.01
H -1.00 0.57 0.12
H -1.12 1.06 2.61
H 0.65 0.42 2.54
H -0.53 2.73 1.00
H 0.91 2.71 1.85
H 1.60 1.73 -2.58
H 0.80 0.66 -1.68
O 1.62 1.19 -1.81


(3)
ORCA calculation (ωB97M-V/def2-TZVPD) on a molecular structure, C4H12N2O2.

## Properties
E_HOMO (Eh): -0.3006
Gap between HOMO and LUMO (Ha): 0.330
Multiplicity: 1

Cartesian coordinates (Å):
C -0.78 -0.45 0.18
C -0.38 -1.81 0.71
N -1.57 -0.58 -1.01
O -1.42 0.24 1.25
H -1.73 1.10 0.93
H 0.78 0.21 0.93
H -2.36 -1.21 -0.87
H -1.91 0.30 -1.36
H 0.09 -2.39 -0.08
H 0.31 -1.72 1.55
H -1.27 -2.34 1.07
C 0.27 1.96 -0.69
C 0.74 0.54 -0.43
O 2.56 -0.71 0.26
N 1.87 0.55 0.45
H 3.39 -0.58 0.74
H 0.92 -0.03 -1.33
H 1.07 2.50 -1.18
H 0.03 2.47 0.24
H -0.59 1.98 -1.36


Which is the most stable structure? (1) is the most stable.


(1)
ORCA calculation (ωB97M-V/def2-TZVPD) on a single C4H12N2O2 molecule.

## Properties
E_HOMO (Eh): -0.3264
SMILES: CNN(C)C(C)(O)O
Gap between HOMO and LUMO (Ha): 0.357
Multiplicity: 1

Cartesian coordinates (Å):
C 1.02 0.36 -0.22
C 0.19 -1.31 1.35
C 0.63 1.75 -0.89
C -2.11 -0.50 -0.39
N 0.05 0.02 0.78
N -1.29 0.42 0.39
O 2.24 0.44 0.45
O 1.13 -0.56 -1.29
H 2.85 0.97 -0.08
H 1.57 -1.36 -0.95
H -1.75 0.67 1.26
H 1.22 -1.41 1.70
H -0.50 -1.39 2.20
H -0.03 -2.12 0.65
H 0.72 2.51 -0.12
H -0.35 1.75 -1.35
H 1.34 1.92 -1.70
H -1.54 -0.80 -1.26
H -3.00 0.04 -0.70
H -2.42 -1.39 0.17


(2)
ORCA calculation (ωB97M-V/def2-TZVPD) on 2 unconnected molecules or ions with the total composition C4H12N2O2.

## Properties
E_HOMO (Eh): -0.3376
SMILES: CN(C)CC(N)=O.O
Gap between HOMO and LUMO (Ha): 0.366
Multiplicity: 1

Cartesian coordinates (Å):
C 0.66 -0.65 -1.45
N 0.00 0.69 -1.23
C -0.49 1.27 -2.41
C -1.06 0.61 -0.25
C -0.32 0.47 1.14
N 0.12 1.52 1.85
O -0.34 -0.58 1.85
H 1.40 -0.84 -0.67
H -0.10 -1.48 -1.75
H 1.36 -0.50 -2.39
H 0.28 1.42 -3.18
H -0.99 2.25 -2.30
H -1.18 0.78 -3.04
H -1.90 0.00 -0.27
H -1.63 1.68 -0.22
H 0.58 1.37 2.78
H 0.55 2.32 1.42
H 0.64 -3.54 0.66
H 0.51 -2.21 0.96
O 1.20 -2.79 0.84


Which is the most stable structure? (1) is the most stable.


(1)
ORCA calculation (ωB97M-V/def2-TZVPD) on 2 unconnected molecules or ions with the total composition C4H12N2O2.

## Properties
E_HOMO (Eh): -0.3046
SMILES: CN[C@@H](C)O.CN=O
Gap between HOMO and LUMO (Ha): 0.278
Multiplicity: 1

Cartesian coordinates (Å):
C 0.15 1.84 -0.90
C -2.51 -1.27 0.12
N -1.35 -0.56 0.59
O -1.38 -0.17 1.76
H 0.36 0.82 1.47
H -3.27 -1.42 0.90
H -0.75 1.22 -0.81
H 0.40 1.99 -1.95
H -0.04 2.81 -0.44
H -2.94 -0.67 -0.70
H -2.18 -2.22 -0.29
C 1.57 -1.27 0.25
N 1.53 -0.18 -0.69
C 1.33 1.17 -0.18
O 1.19 1.23 1.21
H 0.86 -0.39 -1.44
H 2.25 1.74 -0.38
H 0.58 -1.52 0.66
H 1.97 -2.15 -0.26
H 2.23 -1.00 1.08


(2)
ORCA calculation (ωB97M-V/def2-TZVPD) on a single C4H12N2O2 molecule.

## Properties
E_HOMO (Eh): -0.3248
SMILES: OCNCCNCO
Gap between HOMO and LUMO (Ha): 0.351
Multiplicity: 1

Cartesian coordinates (Å):
C -0.17 -0.85 -1.36
N 1.17 -1.14 -0.68
C 2.36 -0.45 -1.29
O 2.81 0.73 -0.60
C -0.97 0.25 -0.53
N -1.50 -0.49 0.63
C -1.46 0.22 1.84
O -2.17 1.39 1.87
H -0.04 -0.52 -2.37
H -0.66 -1.71 -1.37
H 0.99 -0.90 0.42
H 2.09 -0.09 -2.37
H 3.19 -1.12 -1.15
H 2.28 1.20 0.08
H -0.20 0.97 -0.22
H -1.89 0.59 -1.07
H -2.43 -0.90 0.32
H -0.45 0.52 2.24
H -1.87 -0.38 2.69
H -2.40 1.81 0.98


Which is the most stable structure? (2) is the most stable.


(1)
ORCA calculation (ωB97M-V/def2-TZVPD) on 2 unconnected molecules or ions with the total composition C7H14N2.

## Properties
E_HOMO (Eh): -0.2953
SMILES: Cc1c[nH]cn1.CCC
Gap between HOMO and LUMO (Ha): 0.322
Multiplicity: 1

Cartesian coordinates (Å):
C 0.64 -2.45 0.39
C -2.51 -0.78 0.80
C -0.58 -1.69 0.25
C -0.94 -0.74 -0.78
N -1.58 -1.65 1.25
N -2.17 -0.23 -0.56
H -3.60 -0.77 1.20
H -2.51 0.71 -1.06
H -0.24 -0.32 -1.60
H 0.62 -3.35 1.08
H 1.51 -1.90 0.65
H 0.76 -2.76 -0.68
C 2.29 1.97 -0.63
C 1.52 3.33 -0.88
C 1.95 1.09 0.54
H 2.43 1.45 -1.50
H 3.36 2.35 -0.59
H 2.20 3.83 -1.64
H 1.39 1.61 1.41
H 1.51 4.00 -0.04
H 0.54 3.07 -1.49
H 1.31 0.27 0.19
H 2.78 0.65 1.13


(2)
ORCA calculation (ωB97M-V/def2-TZVPD) on 2 unconnected molecules or ions with the total composition C7H14N2.

## Properties
E_HOMO (Eh): -0.3148
SMILES: Cc1c[nH]cn1.CCC
Gap between HOMO and LUMO (Ha): 0.346
Multiplicity: 1

Cartesian coordinates (Å):
C -1.88 1.46 -2.14
C -2.68 0.90 1.27
C -1.97 0.89 -0.77
C -2.13 -0.42 -0.39
N -2.35 1.68 0.28
N -2.64 -0.39 0.87
H -2.95 1.30 2.23
H -3.07 -1.15 1.38
H -2.02 -1.31 -0.98
H -2.77 1.33 -2.74
H -1.15 0.87 -2.67
H -1.39 2.42 -2.18
C 2.31 -1.20 0.44
C 3.46 -0.91 1.40
C 1.62 0.01 -0.20
H 2.60 -1.87 -0.37
H 1.54 -1.83 0.89
H 3.20 -0.19 2.18
H 1.08 -0.29 -1.11
H 0.83 0.43 0.41
H 2.38 0.68 -0.60
H 3.65 -1.81 1.98
H 4.33 -0.59 0.83


Which is the most stable structure? (2) is the most stable.